[1]
Below is a single C3H5NOS molecule in a non-equilibrium geometry, with properties calculated with ωB97M-V/def2-TZVPD.

The geometry in ORCA input format:
```
! wB97M-V def2-TZVPD RIJCOSX def2/J DEFGRID3
* xyz 0 1
C -1.2765 1.4559 -0.4462
C -0.1508 0.5831 0.0623
N 0.9098 0.4375 -0.6278
S 2.1284 -0.5920 -0.0037
C 1.2585 -2.0476 0.4901
O 0.0736 -2.2292 0.4862
H -1.0137 1.8451 -1.4167
H -1.4816 2.3069 0.2354
H -2.1378 0.8880 -0.5957
H -0.2915 0.1763 1.0273
H 1.9816 -2.8240 0.7889
*
```

Values from the calculation:
- Kohn-Sham gap: 10.00 eV
- SMILES: C/C=N/SC=O

***

[2]
Below is a gas-phase ion, C3H7N4O2 (charge +1) in a non-equilibrium geometry, with properties calculated with ωB97M-V/def2-TZVPD.

The geometry in ORCA input format:
```
! wB97M-V def2-TZVPD RIJCOSX def2/J DEFGRID3
* xyz 1 1
N -1.6464 -0.7021 1.1697
C -1.0202 -0.6790 -0.0112
N -1.7199 -0.6752 -1.1944
N -0.1228 0.8662 -0.1039
C 1.1491 0.6896 0.0565
N 2.1364 1.5956 -0.0221
C 1.4062 -0.7818 0.0658
O 2.4939 -1.3052 -0.0101
O 0.2270 -1.5039 -0.0216
H -2.5391 -0.1669 1.3559
H -1.0247 -0.8402 1.9707
H -1.1438 -0.9611 -1.9633
H -2.6771 -0.9493 -1.2573
H -0.6409 1.7794 0.2001
H 3.0521 1.0943 0.0210
H 2.0700 2.5396 -0.2556
*
```

Values from the calculation:
- Kohn-Sham gap: 9.91 eV
- SMILES: NC1(N)NC(=[NH2+])C(=O)O1

***

[3]
Below is a molecular structure, C45H44P2W in a non-equilibrium geometry, with properties calculated with ωB97M-V/def2-TZVPD.

The geometry in ORCA input format:
```
! wB97M-V def2-TZVPD RIJCOSX def2/J DEFGRID3
* xyz 2 3
W -0.1037 -0.4268 -1.4383
C -1.4748 0.5537 -5.0063
C -1.6097 -0.8320 -4.5787
C -1.1415 -1.9127 -5.5828
C 0.3793 -1.8128 -5.8283
C 1.0668 -1.2155 -4.6867
C 1.1593 0.2321 -4.4520
C 0.8067 1.1765 -5.6733
C -0.6426 0.9593 -6.1373
C 1.8969 0.5123 0.0063
H -2.2540 1.2489 -4.7137
H -2.6729 -1.0067 -4.3841
H -1.7174 -1.8269 -6.5156
H -1.3211 -2.8954 -5.1338
H 0.7768 -2.8380 -5.9287
H 0.5942 -1.3059 -6.7817
H 1.7745 -1.8255 -4.1403
H 2.2164 0.4720 -4.2400
H 1.5451 0.9983 -6.4701
H 0.8946 2.2201 -5.3327
H -1.0439 1.9183 -6.5071
H -0.6955 0.2679 -6.9933
H 1.6782 1.5019 0.4264
H 2.8502 0.1116 0.3894
H 1.1372 -0.2111 0.3751
P -2.3972 -0.5668 -1.9965
P 2.0693 0.5763 -1.8058
C -0.7810 -0.8569 -3.3110
C 0.1933 0.4226 -3.3035
C -3.2613 -2.1485 -1.7843
C -3.4109 -3.0691 -2.8368
C -4.1763 -4.2150 -2.6291
C -4.7171 -4.4896 -1.3699
C -4.4443 -3.6373 -0.2927
C -3.7125 -2.4709 -0.4880
C -3.4411 0.8179 -2.5115
C -2.8675 2.0944 -2.7334
C -3.6654 3.1810 -3.0645
C -5.0449 3.0136 -3.1940
C -5.6154 1.7429 -3.0250
C -4.8281 0.6453 -2.6771
C 3.5283 -0.5100 -2.1452
C 3.3466 -1.9075 -2.2350
C 4.4401 -2.7663 -2.0848
C 5.7194 -2.2374 -1.8950
C 5.9217 -0.8544 -1.9398
C 4.8377 0.0142 -2.0908
C 2.4139 2.3231 -2.2456
C 1.7570 3.3649 -1.5696
C 1.9035 4.6838 -2.0032
C 2.7363 4.9724 -3.0885
C 3.3755 3.9353 -3.7796
C 3.2219 2.6153 -3.3575
H -0.2580 -1.8287 -3.0933
H -0.3026 1.3911 -3.2687
H -2.9686 -2.8727 -3.8101
H -4.3458 -4.8982 -3.4565
H -5.3441 -5.3730 -1.2277
H -4.8258 -3.8730 0.6962
H -3.4921 -1.7925 0.3362
H -1.7851 2.2468 -2.7286
H -3.1911 4.1488 -3.2345
H -5.6689 3.8734 -3.4432
H -6.6878 1.6067 -3.1587
H -5.2576 -0.3518 -2.5494
H 2.3477 -2.3344 -2.3658
H 4.2715 -3.8432 -2.0963
H 6.5565 -2.9169 -1.7467
H 6.9269 -0.4512 -1.8318
H 5.0003 1.0909 -2.1248
H 1.1322 3.1536 -0.7030
H 1.3668 5.4816 -1.4912
H 2.8762 6.0099 -3.4016
H 3.9900 4.1498 -4.6546
H 3.7307 1.8113 -3.8935
C -1.7020 -0.4865 4.6137
C -0.5269 -0.9177 3.9747
C -0.3294 -0.7032 2.6114
C -1.2624 0.0158 1.8387
C -1.1044 0.4115 0.4310
C -1.7403 1.6092 0.0687
C -2.9824 1.9506 0.6632
C -3.3428 1.3686 1.8587
C -2.4436 0.5017 2.5258
C -2.6628 0.1861 3.8808
H -1.8649 -0.6860 5.6695
H 0.2353 -1.4270 4.5601
H 0.5821 -1.0630 2.1327
H -1.3239 2.2526 -0.7176
H -3.6484 2.6593 0.1719
H -4.2758 1.6363 2.3539
H -3.5815 0.5339 4.3516
*
```

Values from the calculation:
- Kohn-Sham gap (spin up / spin down): 4.45 / 4.91 eV

***

[4]
Below is a single C3H7FN2S molecule in a non-equilibrium geometry, with properties calculated with ωB97M-V/def2-TZVPD.

The geometry in ORCA input format:
```
! wB97M-V def2-TZVPD RIJCOSX def2/J DEFGRID3
* xyz 0 1
H 0.7574 2.6102 0.0645
N -0.0736 2.2023 0.0545
C 0.1637 0.9668 -0.0297
C 1.4737 0.2373 -0.3589
F 1.8693 -0.2704 0.9133
N -0.7758 -0.0013 -0.0364
C -0.4683 -1.5235 -0.1614
S -2.4246 0.2845 0.2185
H 1.2263 -0.5090 -1.2079
H 2.2213 0.9024 -0.8559
H -0.7344 -1.8684 0.8866
H -1.3970 -1.7819 -0.7704
H 0.4961 -1.8295 -0.3423
H -2.3342 0.5804 1.6255
*
```

Values from the calculation:
- Kohn-Sham gap: 9.57 eV
- SMILES: [H]/N=C(\CF)N(C)S

***

[5]
Below is a single C20H21F2N3O2 molecule, with properties calculated with ωB97M-V/def2-TZVPD.

The geometry in ORCA input format:
```
! wB97M-V def2-TZVPD RIJCOSX def2/J DEFGRID3
* xyz 0 1
C 5.0923 2.5190 -0.1012
C 4.4943 1.1685 0.1387
C 5.0655 0.2448 1.0017
C 4.4900 -0.9973 1.2005
C 3.3229 -1.3121 0.5333
F 2.7764 -2.5291 0.7213
C 2.6974 -0.4274 -0.3390
C 1.4079 -0.8049 -1.0294
N 0.4710 0.2893 -1.1274
C -0.2779 0.6668 -0.0655
O -0.2818 0.0609 0.9828
C -1.1395 1.9023 -0.3442
C -1.6136 2.5380 0.9693
C -3.1094 2.8534 0.9429
C -3.8689 1.5735 0.6651
O -4.7734 1.1514 1.3574
N -3.4172 0.9337 -0.4381
C -3.9250 -0.3789 -0.7876
C -2.9124 -1.4409 -0.4462
C -2.6940 -1.8107 0.8767
C -1.7239 -2.7583 1.1468
C -1.0153 -3.3081 0.0888
C -1.3057 -2.8669 -1.1918
N -2.2224 -1.9508 -1.4581
C -2.3464 1.4956 -1.2184
C 3.3214 0.8000 -0.5116
F 2.7680 1.6938 -1.3684
H 6.0507 2.6102 0.4010
H 5.2305 2.6886 -1.1679
H 4.4245 3.2957 0.2702
H 5.9747 0.5012 1.5228
H 4.9311 -1.7201 1.8674
H 0.9285 -1.5983 -0.4496
H 1.6169 -1.1770 -2.0366
H 0.5476 0.9010 -1.9236
H -0.5347 2.6091 -0.9207
H -1.0456 3.4452 1.1800
H -1.4223 1.8260 1.7767
H -3.4356 3.2502 1.9038
H -3.3343 3.5911 0.1689
H -4.1498 -0.4131 -1.8571
H -4.8393 -0.5224 -0.2065
H -3.2694 -1.3508 1.6645
H -1.5182 -3.0608 2.1624
H -0.2488 -4.0495 0.2549
H -0.7775 -3.2563 -2.0537
H -2.7100 2.3861 -1.7497
H -2.0427 0.7539 -1.9601
*
```

Values from the calculation:
- Kohn-Sham gap: 9.52 eV
- SMILES: Cc1ccc(F)c(CNC(=O)[C@@H]2CCC(=O)N(Cc3ccccn3)C2)c1F

***

[6]
Below is a single C3H5N3 molecule, with properties calculated with ωB97M-V/def2-TZVPD.

The geometry in ORCA input format:
```
! wB97M-V def2-TZVPD RIJCOSX def2/J DEFGRID3
* xyz 0 1
H -0.8839 0.7325 -3.0559
N -0.8782 0.5488 -2.0471
N -0.0602 -0.3529 -1.7965
C -0.1820 -0.6404 -0.3544
C -0.8401 0.4522 0.4272
C 0.3639 0.1145 0.7863
N 1.4262 0.0707 1.6550
H -0.2477 -1.7264 -0.2035
H -1.5375 1.2560 0.2516
H 1.7076 -0.8997 1.7673
H 1.1463 0.4359 2.5596
*
```

Values from the calculation:
- Kohn-Sham gap: 9.15 eV
- SMILES: [H]/N=N/[C@@H]1C=C1N

***

[7]
Below is 10 unconnected molecules or ions with the total composition C28H78N2O20 in a non-equilibrium geometry, with properties calculated with ωB97M-V/def2-TZVPD.

The geometry in ORCA input format:
```
! wB97M-V def2-TZVPD RIJCOSX def2/J DEFGRID3
* xyz 0 1
C -17.7707 -22.9523 4.0358
O -18.2757 -23.5014 5.2300
C -18.6418 -22.6020 6.2280
C -19.3020 -23.2544 7.3673
N -19.7679 -22.3173 8.3712
C -18.8918 -21.4452 9.1054
C -17.7315 -22.1474 9.8597
O -17.7976 -22.1939 11.2782
C -18.8365 -22.8876 11.8846
H -18.5531 -22.5613 3.3788
H -17.2200 -23.7593 3.5555
H -17.0630 -22.1201 4.1109
H -19.4348 -22.0568 5.6930
H -17.6828 -22.1250 6.4618
H -18.6420 -24.0329 7.7602
H -20.1410 -23.8178 6.9505
H -20.4985 -21.7044 8.0189
H -19.4321 -20.9433 9.9124
H -18.4930 -20.6542 8.4610
H -16.9035 -21.4704 9.6383
H -17.3748 -23.0967 9.4531
H -18.8289 -23.9787 11.7834
H -19.8277 -22.5528 11.5613
H -18.7641 -22.7027 12.9563
C -26.4549 -18.9801 8.9071
O -25.8865 -19.5812 7.7552
C -26.4082 -20.8551 7.3592
C -25.8904 -21.1914 5.9723
N -26.2382 -22.5968 5.5804
C -25.6572 -22.9505 4.2988
C -24.1499 -22.8892 4.0336
O -23.7164 -21.5860 3.6527
C -22.2837 -21.5006 3.6754
H -27.5271 -19.0760 9.0885
H -26.2432 -17.9143 8.8213
H -25.9226 -19.3541 9.7861
H -27.5001 -20.9000 7.4187
H -26.1030 -21.5043 8.1896
H -24.8000 -21.1654 5.9873
H -26.4138 -20.6141 5.2109
H -25.8508 -23.0850 6.3789
H -26.0931 -22.3413 3.5028
H -25.8364 -24.0056 4.0805
H -23.8170 -23.6510 3.3278
H -23.7584 -23.0460 5.0479
H -21.9604 -20.4749 3.5055
H -21.9758 -22.0054 2.7529
H -21.7866 -21.9928 4.5122
O -23.3731 -29.7995 4.5406
C -24.2714 -29.6592 5.6783
C -23.4328 -29.2575 6.9070
O -24.2153 -29.1646 8.0764
H -23.1598 -30.7374 4.5222
H -24.9426 -28.8258 5.4636
H -24.9814 -30.4711 5.8421
H -22.9996 -28.2898 6.6387
H -22.6200 -29.9597 7.1117
H -23.7870 -28.6489 8.7747
O -21.1362 -26.9231 10.7377
C -19.9681 -27.5099 10.0849
C -19.1625 -26.4353 9.3033
O -18.0397 -27.0129 8.6836
H -20.9228 -26.4696 11.5574
H -19.4040 -27.7925 10.9744
H -20.0935 -28.3637 9.4191
H -18.9242 -25.7281 10.0984
H -19.8089 -25.9610 8.5621
H -18.4477 -27.6095 8.0461
O -23.1865 -24.8023 14.3365
C -22.6374 -23.5652 13.9649
C -21.5610 -23.0714 14.9198
O -20.4665 -24.0010 14.7666
H -22.5337 -25.3851 14.7333
H -22.2238 -23.7084 12.9619
H -23.3695 -22.7593 13.9067
H -21.8262 -23.0163 15.9756
H -21.2007 -22.1030 14.5652
H -19.8447 -23.9968 15.4975
O -23.4759 -24.4591 7.5487
C -22.7320 -24.9867 8.6445
C -23.1556 -24.3795 9.9645
O -22.6999 -23.0379 10.2146
H -24.4215 -24.4513 7.7501
H -22.9840 -26.0466 8.5755
H -21.6947 -24.6749 8.5153
H -22.9352 -25.0306 10.8164
H -24.2443 -24.3558 10.0701
H -21.8344 -22.9651 9.7869
O -23.3372 -28.5046 10.5945
C -23.9406 -28.7988 11.8777
C -24.2300 -27.4984 12.6814
O -25.1772 -26.6496 12.0703
H -22.4536 -28.1084 10.7044
H -24.9280 -29.1962 11.6531
H -23.2226 -29.3146 12.5150
H -23.3082 -26.9061 12.7071
H -24.4471 -27.8022 13.7051
H -24.8628 -26.5903 11.1608
O -27.7809 -27.4411 6.5573
C -26.6404 -26.5977 6.7993
C -26.6692 -25.8987 8.1232
O -26.1822 -24.5664 8.0790
H -27.5736 -27.8983 5.7373
H -25.7015 -27.1404 6.6748
H -26.6014 -25.7688 6.0837
H -26.2399 -26.6084 8.8391
H -27.6736 -25.9441 8.5562
H -26.9633 -24.0071 8.0376
O -23.8221 -21.1247 12.1297
C -22.9126 -20.1569 11.6547
C -23.0260 -18.8392 12.4009
O -22.7414 -19.0578 13.7853
H -23.5138 -21.9389 11.7152
H -21.8801 -20.5164 11.6159
H -23.1979 -19.9773 10.6110
H -24.0437 -18.4778 12.2129
H -22.4893 -18.0504 11.8651
H -22.9396 -18.2307 14.2346
O -21.2374 -18.0601 6.8892
C -21.4664 -19.1516 7.7726
C -22.4439 -20.0897 7.0711
O -22.3817 -21.4895 7.3981
H -20.7153 -18.4208 6.1660
H -20.5101 -19.6023 8.0435
H -21.9091 -18.7199 8.6696
H -22.2510 -20.0231 5.9959
H -23.4493 -19.6717 7.1583
H -22.9653 -22.0417 6.8700
*
```

Values from the calculation:
- Kohn-Sham gap: 9.19 eV
- SMILES: COCCNCCOC.COCCNCCOC.OCCO.OCCO.OCCO.OCCO.OCCO.OCCO.OCCO.OCCO

***

[8]
Below is a molecular structure, C35H28ClF10IrN8 in a non-equilibrium geometry, with properties calculated with ωB97M-V/def2-TZVPD.

The geometry in ORCA input format:
```
! wB97M-V def2-TZVPD RIJCOSX def2/J DEFGRID3
* xyz 0 1
Ir 0.7568 0.9632 0.3209
C -0.5499 2.3303 4.1279
N 0.5318 1.7307 3.3713
C 0.9720 0.4448 3.8873
C 0.9695 -0.6668 2.8309
N 1.6203 -0.4219 1.5490
C 2.9798 -0.5587 1.3965
C 3.5678 -0.4949 0.1116
F 2.7714 -0.3495 -0.9729
C 4.9212 -0.5625 -0.1363
F 5.3648 -0.4720 -1.3931
C 5.8149 -0.7456 0.9003
F 7.1279 -0.8307 0.6741
C 5.2985 -0.8546 2.1737
F 6.1243 -1.0352 3.2059
C 3.9375 -0.7591 2.4133
F 3.5805 -0.8616 3.7094
C 1.6312 2.6648 3.1606
C 1.4411 3.4844 1.8940
N 1.6204 2.6921 0.6809
C 2.8143 2.8420 -0.0371
C 4.0968 2.9494 0.5064
F 4.2848 2.9261 1.8351
C 5.2398 3.0349 -0.2719
F 6.4342 3.1032 0.3191
C 5.1533 3.0079 -1.6495
F 6.2488 3.0688 -2.4029
C 3.9009 2.9217 -2.2305
F 3.7828 2.9159 -3.5602
C 2.7720 2.8622 -1.4389
F 1.5881 2.8348 -2.0674
H -1.3817 1.6317 4.2259
H -0.2382 2.6350 5.1413
H -0.9241 3.2183 3.6143
H 1.9672 0.5394 4.3251
H 0.3096 0.1244 4.6975
H 1.3832 -1.5723 3.2830
H -0.0751 -0.8889 2.5964
H 1.7615 3.3258 4.0320
H 2.5470 2.0901 3.0486
H 0.4217 3.8802 1.8815
H 2.1099 4.3480 1.8815
Cl -5.5093 -2.3810 0.8061
C -4.2551 -1.1792 0.6802
C -4.0903 -0.4783 -0.5019
C -3.0939 0.4835 -0.5816
C -2.2549 0.7549 0.4984
C -1.1518 1.7506 0.4125
C -2.4572 0.0363 1.6764
C -3.4479 -0.9261 1.7767
H -4.7462 -0.6702 -1.3393
H -2.9746 1.0397 -1.5053
H -1.1816 2.4262 1.2682
H -1.2581 2.3538 -0.4972
H -1.8165 0.2319 2.5287
H -3.5974 -1.4758 2.6966
C -0.3088 0.2441 -2.8838
C -0.4263 -0.8477 -1.8812
N -0.0540 -0.7834 -0.6179
C -0.2658 -2.0262 -0.0622
C -0.7753 -2.8525 -1.0032
N -0.8751 -2.1014 -2.1585
C -1.3605 -2.5912 -3.4324
N -2.7327 -2.2425 -3.6913
N -3.0373 -1.1527 -4.4371
N -4.3035 -1.0141 -4.4891
C -4.8884 -2.0247 -3.7552
C -6.2352 -2.3127 -3.5107
C -6.5064 -3.4100 -2.7297
C -5.4741 -4.2107 -2.1986
C -4.1451 -3.9384 -2.4263
C -3.8768 -2.8215 -3.2221
H -0.5517 1.1961 -2.4195
H -0.9726 0.0875 -3.7299
H 0.7220 0.3175 -3.2386
H -0.0188 -2.2388 0.9633
H -1.0708 -3.8866 -0.9662
H -1.2777 -3.6762 -3.4146
H -0.7546 -2.2087 -4.2479
H -7.0185 -1.6901 -3.9210
H -7.5323 -3.6687 -2.5049
H -5.7394 -5.0589 -1.5800
H -3.3639 -4.5496 -1.9943
*
```

Values from the calculation:
- Kohn-Sham gap (spin up / spin down): 6.84 / 6.84 eV